The following is a DFT calculation (the ωB97M-V functional and the def2-TZVPD basis) of a 12-piece molecular cluster, C39H99N7O23P4 overall.

Last column: Mulliken charge in e.
Cartesian coordinates (Å):
C 5.42996 -2.03006 4.91936  -1.74
C 4.74705 -1.07739 3.99110  0.95
C 4.34176 0.20120 4.68303  -1.01
C 3.62117 1.23562 3.86674  -1.02
C 2.30321 0.74012 3.24065  1.00
C 1.06819 1.32411 4.03414  -0.97
H 6.33400 -1.64148 5.38819  0.40
H 5.65857 -3.00183 4.48174  0.36
H 4.79468 -2.29086 5.76583  0.37
H 5.26568 -1.00334 3.03525  0.29
H 3.92516 -1.72422 3.68415  -0.37
H 5.14947 0.61066 5.28970  0.52
H 3.67949 -0.16113 5.46929  0.24
H 3.43949 2.10379 4.50028  0.37
H 4.33598 1.48566 3.08276  0.45
H 2.49622 1.18311 2.26361  -0.35
H 2.22839 -0.31196 2.96566  -0.13
H 0.15636 0.92565 3.58928  -0.26
H 1.04157 1.10677 5.10193  0.52
H 1.03616 2.40472 3.89507  0.50
C -0.04460 2.13511 -5.84530  -0.55
C -1.51730 2.71727 -5.87520  0.55
O -2.38241 1.89983 -5.92909  -0.57
N -1.75375 4.05245 -5.74544  0.03
C -3.14030 4.56334 -5.92504  -1.03
H 0.22680 2.14119 -4.78963  -0.20
H 0.71253 2.56450 -6.50141  0.48
H -0.19175 1.09364 -6.13128  0.22
H -0.94858 4.66125 -5.71169  0.22
H -3.12498 5.39661 -6.62755  0.39
H -3.56537 5.08006 -5.06457  0.26
H -3.82734 3.80715 -6.30484  0.35
C -4.39909 -6.00808 2.11488  -1.30
C -3.41794 -4.82152 1.90970  0.67
O -2.79151 -4.98883 0.91485  -0.67
N -3.30667 -3.68602 2.62883  -0.05
C -3.75802 -3.62427 4.02034  -0.77
H -5.09319 -5.94752 1.27664  0.30
H -5.07195 -6.08728 2.96875  0.49
H -3.88610 -6.96271 2.23166  0.30
H -2.57688 -3.04761 2.34609  0.08
H -4.71525 -4.13222 4.13778  0.32
H -3.68298 -2.60067 4.38736  0.12
H -3.07806 -4.13592 4.70149  0.32
C -0.82873 5.92783 1.61086  -0.78
C -1.79403 5.79235 2.71432  0.40
O -2.01992 4.67841 3.22500  -0.55
N -2.40688 6.91946 3.05262  -0.18
C -3.20700 7.04525 4.30786  -0.85
H -0.69161 5.03037 1.00767  -0.06
H 0.13414 6.02068 2.11321  0.38
H -0.91087 6.58749 0.74704  0.51
H -2.37625 7.70364 2.41683  0.29
H -3.99940 7.76340 4.09706  0.34
H -2.60793 7.42756 5.13434  0.29
H -3.62020 6.08021 4.60125  0.24
C -2.72216 -4.27343 -2.36336  -1.05
C -1.23691 -4.55889 -2.09024  0.94
O -0.55699 -5.02623 -2.96207  -0.73
N -0.84153 -4.40203 -0.86539  0.44
C 0.54413 -4.86971 -0.43697  -1.23
H -3.25335 -3.72190 -1.58763  0.21
H -3.34333 -5.14998 -2.54747  0.40
H -2.80857 -3.58730 -3.20589  0.18
H -1.50983 -4.22050 -0.13020  -0.08
H 1.28694 -4.16177 -0.80460  0.29
H 0.65232 -5.81044 -0.97680  0.51
H 0.65914 -5.07797 0.62675  0.34
C -3.07238 -1.21478 -7.44549  -0.59
C -1.91747 -2.18320 -7.48615  0.76
O -1.68998 -2.77506 -8.59732  -0.71
N -1.23851 -2.40999 -6.36596  0.16
C -0.20340 -3.33653 -6.18084  -0.82
H -3.02468 -0.59197 -6.55223  -0.09
H -4.03190 -1.72145 -7.34194  0.27
H -3.11328 -0.71743 -8.41454  0.29
H -1.34168 -1.76750 -5.59353  -0.04
H -0.14319 -3.65748 -5.14090  0.16
H 0.77355 -2.88141 -6.34372  0.32
H -0.34276 -4.25540 -6.75035  0.34
C 4.60544 -1.95707 0.53825  0.23
C 5.45987 -1.91165 -0.73827  0.24
O 6.69865 -1.93761 -0.74408  -0.71
N 4.81720 -1.90750 -1.89121  -0.02
C 5.50543 -1.78443 -3.15406  -1.07
H 3.75839 -2.53975 0.17618  -0.16
H 4.25071 -0.94813 0.74879  -0.01
H 5.09483 -2.53133 1.32490  0.29
H 3.80786 -1.89126 -1.92418  0.23
H 4.79042 -1.60376 -3.95670  0.35
H 5.81887 -2.80926 -3.35299  0.37
H 6.28719 -1.02730 -3.21507  0.31
C -2.85430 1.39319 3.61441  -0.51
C -2.53482 0.67804 4.91752  0.47
O -2.62913 -0.54282 5.09529  -0.42
N -2.14638 1.41679 6.00137  0.14
C -1.96243 2.85214 5.98107  -0.81
H -3.69373 0.95755 3.07249  0.41
H -2.07096 1.54035 2.87089  -0.11
H -3.23002 2.40421 3.77179  0.37
H -2.06654 0.85609 6.83764  0.37
H -1.79341 3.21977 6.99319  0.36
H -2.86014 3.24436 5.50319  0.49
H -1.13970 3.28619 5.41292  0.24
C 2.05441 -7.81459 5.37740  -0.76
O 3.03466 -7.14087 4.63325  -0.33
P 2.69855 -5.86171 3.66314  1.03
O 3.88547 -5.00882 3.44448  -0.60
O 2.11519 -6.67338 2.34343  -0.25
C 3.03531 -7.16029 1.34544  -0.76
O 1.42058 -5.08051 4.26586  -0.39
C 0.93795 -3.86408 3.75503  -0.70
H 2.19466 -8.89187 5.46633  0.31
H 0.98077 -7.73175 5.20846  0.29
H 2.21197 -7.49590 6.40780  0.32
H 3.05787 -6.59847 0.41167  0.21
H 2.69212 -8.18498 1.20287  0.32
H 3.96451 -7.34741 1.88366  0.37
H 0.78261 -3.00987 4.41405  0.43
H 0.11308 -4.12398 3.09161  0.38
H 1.60230 -3.42941 3.00818  0.15
C -3.18625 0.16451 0.17530  -0.48
O -2.75965 1.46542 -0.33959  0.73
P -3.93945 2.55486 -0.48366  0.27
O -4.97498 2.54363 0.61980  -0.76
O -4.49276 2.27142 -1.98091  -0.39
C -3.52764 2.16831 -2.99129  -0.27
O -3.10054 4.01993 -0.70678  0.20
C -3.78685 5.25252 -0.82541  -0.99
H -2.91465 -0.73449 -0.37799  0.09
H -4.21602 0.06287 0.51785  0.59
H -2.67575 -0.06228 1.11129  -0.30
H -3.57886 1.10513 -3.22607  0.22
H -2.49657 2.41052 -2.73376  -0.01
H -3.88464 2.76364 -3.83166  0.27
H -3.97166 5.69020 0.15561  0.30
H -4.77252 4.96396 -1.19049  0.38
H -3.31721 6.01839 -1.44264  0.27
C -0.09044 -1.19632 1.05445  0.01
O -0.60981 -0.85731 -0.22195  1.22
P 0.54554 -0.27668 -1.24836  -1.41
O 1.68588 -1.22004 -1.49667  -0.15
O 1.00869 1.10629 -0.58041  -0.53
C 0.24393 2.30385 -0.51208  1.52
O -0.41298 0.12699 -2.58779  0.38
C -1.25508 -0.79396 -3.30734  -0.46
H -0.47740 -2.19592 1.25234  -0.38
H -0.63778 -0.49118 1.67998  -0.18
H 0.97907 -1.11651 1.24908  0.09
H -0.55068 2.38441 -1.25384  -0.38
H 0.84138 3.18272 -0.75441  -0.70
H -0.28605 2.28382 0.44019  -0.18
H -1.63051 -1.51475 -2.58096  -0.21
H -0.49569 -1.20798 -3.97067  0.66
H -1.91943 -0.34313 -4.04454  0.20
C 4.21792 6.44570 -4.53468  -0.67
O 3.65948 5.19921 -4.29889  -0.27
P 2.12238 4.96941 -3.76872  0.46
O 0.97130 5.19400 -4.69852  -0.53
O 2.17188 3.48084 -3.08855  0.06
C 3.31018 2.86329 -2.65903  -0.47
O 2.16826 5.95833 -2.42617  -0.42
C 1.27844 5.78247 -1.34518  -0.57
H 5.04766 6.29416 -5.22509  0.23
H 4.51613 6.83461 -3.56106  0.27
H 3.47863 7.11779 -4.97038  0.31
H 3.11627 2.56604 -1.62843  0.07
H 4.24918 3.41601 -2.68914  0.37
H 3.46549 2.04133 -3.35786  0.25
H 0.26870 5.44604 -1.58044  0.34
H 1.25838 6.70683 -0.76790  0.32
H 1.74843 5.05903 -0.67896  0.24

Summary:
- gap between HOMO and LUMO (spin up / spin down) (eV) = 6.38 / 1.15
- 2S+1 = 2
- expectation value of S² = 0.781
- E_LUMO (spin up / spin down) (eV) = -3.626 / -8.860
- net charge = +1